(1)
C35H26AuBrN3O2P | wB97M-V/def2-TZVPD

- net charge = +2
- DFT total energy (a.u.) = -4714.6048

```
69
Properties=species:S:1:pos:R:3:lowdin_charge:R:1
C 1.28 2.47 -0.27 -0.36
H -1.09 -5.49 -2.55 0.14
C -3.05 3.25 3.38 -0.06
H 5.74 -0.73 2.78 0.13
C -2.19 2.99 2.34 0.02
Br -5.19 2.73 5.19 0.82
C 2.53 0.12 0.77 -0.27
H 3.79 1.52 -0.27 0.12
C -2.16 -3.89 -1.57 -0.13
C -3.46 -4.45 -1.67 0.01
C -1.00 -4.52 -2.07 0.05
H 1.93 5.26 -2.08 0.12
H 4.07 -1.39 -3.87 0.12
N -0.78 -2.01 -0.89 -0.02
C 1.30 -1.54 2.35 -0.08
P 1.25 0.69 -0.38 1.01
O -1.46 1.66 0.58 -0.24
H 2.47 -0.86 -5.68 0.12
C -3.32 0.89 1.96 -0.14
H -3.57 -5.41 -2.16 0.13
C 2.47 -0.82 1.82 -0.18
C -4.54 -3.77 -1.19 -0.02
H -4.48 -0.85 1.48 0.15
H 1.16 4.87 2.11 0.12
C -4.38 -2.53 -0.55 0.03
C 4.85 -0.49 2.22 -0.02
C 1.58 3.26 -1.38 -0.06
N -2.82 -0.79 0.29 -0.03
C -2.01 -2.63 -0.96 -0.14
C 3.75 0.77 0.51 -0.09
H 1.72 2.82 -2.36 0.10
H 1.12 -4.36 -2.33 0.13
C -3.58 -0.30 1.22 -0.04
C 1.26 4.42 1.14 -0.06
H 1.63 6.28 0.15 0.12
Au -0.89 -0.13 -0.03 1.20
H -4.98 0.49 3.28 0.12
H -5.26 -2.00 -0.19 0.13
C -3.13 -1.99 -0.40 -0.19
C 1.13 3.05 0.99 -0.10
H 5.82 0.98 0.98 0.12
C 3.15 -0.87 -3.64 -0.04
H 0.38 0.35 -5.16 0.12
C -2.29 1.80 1.62 -0.30
C -4.05 2.34 3.75 -0.69
H 1.23 -2.13 -1.28 0.10
C 0.79 0.49 -3.07 -0.11
H -0.13 1.01 -2.85 0.11
C 1.53 5.21 0.03 -0.04
C 4.90 0.47 1.22 -0.03
H -1.61 -1.58 2.85 0.08
C 3.65 -1.12 2.51 -0.01
C 0.21 -3.90 -1.96 0.00
H 3.61 -1.84 3.31 0.12
C 1.70 0.19 -2.05 -0.40
C 2.25 -0.57 -4.66 -0.04
N 0.09 -1.19 2.16 -0.06
C 1.70 4.64 -1.22 -0.04
H 0.95 2.43 1.86 0.12
H -5.53 -4.19 -1.28 0.13
C 1.07 0.11 -4.37 -0.04
C 0.28 -2.64 -1.36 -0.07
O -0.78 -2.06 2.81 -0.02
H 1.49 -2.39 3.00 0.14
C 2.88 -0.49 -2.34 -0.08
H -1.44 3.71 2.04 0.11
C -4.19 1.19 3.03 -0.06
H 3.59 -0.73 -1.55 0.11
H -2.96 4.18 3.93 0.12
```

***

(2)
C35H26BaIN2O4P | wB97M-V/def2-TZVPD

- net charge = 0
- DFT total energy (a.u.) = -2424.3662

```
70
Properties=species:S:1:pos:R:3:lowdin_charge:R:1
H 0.98 -1.16 4.21 0.10
C 3.56 -1.38 2.00 -0.18
C -2.84 -1.07 -0.31 -0.32
I 3.26 0.96 -1.68 0.89
H 3.14 -2.28 3.92 0.11
O 0.31 4.25 0.79 -0.21
H 1.51 -0.96 -3.81 0.08
N -2.20 0.00 0.40 -0.01
N -3.22 5.75 5.49 -0.35
H -2.85 -0.22 -6.00 0.10
C -1.37 7.09 4.57 0.00
Ba 0.09 1.81 -0.23 1.67
C 2.12 -5.03 -1.43 -0.08
C 2.05 -4.13 -0.39 -0.07
O -1.31 2.99 1.67 -0.22
C -0.72 -0.28 -6.26 -0.09
C -1.90 4.93 3.58 0.07
P -0.45 -1.22 -1.74 1.03
H -5.81 -2.68 -0.50 0.11
C -0.87 5.11 2.66 -0.12
C -4.78 -2.44 -0.72 -0.07
C -0.60 4.04 1.63 -0.69
C -4.06 -3.19 -1.64 -0.08
H 6.50 -2.33 0.57 0.10
H 2.74 -5.92 -1.35 0.10
H 1.46 -5.51 -3.42 0.10
H 5.68 -0.79 -1.19 0.09
H -4.72 -0.82 0.69 0.11
C -2.75 -2.86 -1.91 -0.09
O -3.40 6.63 6.30 0.07
C -2.12 -1.78 -1.28 -0.32
H -4.53 -4.03 -2.14 0.10
C -4.17 -1.39 -0.05 -0.03
C 0.63 -3.66 -2.73 -0.10
O -3.88 4.73 5.42 0.08
C 1.27 -2.99 -0.51 -0.08
C -0.35 7.25 3.65 -0.05
C 3.89 -0.32 -0.13 -0.61
H 2.61 -4.29 0.52 0.11
H 1.22 -2.27 0.30 0.08
H -0.76 -0.03 -7.31 0.10
C 3.07 -0.50 1.01 -0.31
C -0.10 6.26 2.70 0.00
H 1.42 -0.40 -6.20 0.11
C 2.77 -1.61 3.16 -0.05
H 0.13 0.37 2.46 0.06
H -2.85 0.47 1.02 0.09
C 5.55 -1.83 0.71 -0.09
C -1.89 -0.38 -5.52 -0.08
C 4.81 -2.04 1.83 -0.04
H -2.20 -3.44 -2.64 0.11
C 0.56 -2.74 -1.69 -0.36
H -1.59 7.83 5.32 0.12
C 0.50 -0.48 -5.63 -0.08
C -1.84 -0.71 -4.17 -0.09
C 1.41 -4.80 -2.60 -0.08
C 1.10 -0.11 2.29 -0.22
C 1.80 0.14 1.13 -0.34
C 1.57 -0.98 3.31 -0.09
C 0.55 -0.80 -4.29 -0.13
C 5.09 -0.95 -0.30 -0.16
C -0.62 -0.93 -3.54 -0.38
H 0.25 8.14 3.67 0.11
H -1.45 -0.38 0.98 0.05
C -2.13 5.93 4.51 -0.13
H 0.69 6.37 1.97 0.12
H 5.16 -2.71 2.60 0.11
H -2.50 4.03 3.56 0.13
H -2.77 -0.79 -3.61 0.10
H 0.09 -3.49 -3.66 0.10
```

***

(3)
C35H26BrCl4GaN3O7 | wB97M-V/def2-TZVPD

- net charge = -1
- DFT total energy (a.u.) = -8380.0833

```
77
Properties=species:S:1:pos:R:3:lowdin_charge:R:1
H -3.83 -2.97 5.94 0.10
N -2.17 -0.04 2.50 0.18
H 0.96 -0.87 -2.54 0.11
C 0.28 -1.20 -4.55 -0.12
O -1.06 1.41 6.61 -0.09
H -1.76 -4.11 -3.03 0.12
H -4.67 0.13 -2.12 0.10
C -4.14 0.10 -1.18 -0.08
C 2.34 1.25 -0.50 -0.38
C -0.39 -2.80 -1.15 -0.56
C 1.43 2.34 -0.39 -0.40
O 1.16 -2.41 3.48 -0.10
Br -0.60 -1.64 -7.22 0.69
Ga -0.04 0.08 0.08 0.41
C -3.27 -2.06 6.07 -0.09
H -2.25 -2.25 4.19 0.12
C -4.84 0.02 0.01 -0.03
C -2.02 0.11 0.03 -0.07
Cl 5.88 3.08 -0.88 0.62
N -0.72 -0.05 4.26 0.16
O -0.78 -3.89 -0.75 0.04
H -2.21 2.41 5.19 0.10
C 3.69 1.49 -0.65 -0.62
C -0.43 -2.50 -2.64 -0.12
C 3.50 1.02 3.20 -0.07
H -1.89 -3.64 -5.49 0.09
C 1.43 -0.12 2.69 -0.19
C -0.89 -0.08 2.90 -0.31
C -1.23 2.47 5.67 -0.06
C -5.49 -1.30 2.66 -0.08
C 2.23 1.02 2.65 0.00
H -0.29 -2.70 1.98 0.07
H -5.91 -1.24 3.66 0.09
C -3.39 -1.31 7.23 -0.09
H 4.96 -0.14 4.26 0.10
H -4.81 -2.16 2.60 0.10
H 0.86 -0.40 -4.98 0.10
H -5.93 0.00 0.03 0.11
H -6.29 -1.44 1.93 0.08
C 3.97 -0.13 3.82 -0.08
H -0.46 2.45 4.90 0.08
O 0.17 2.03 -0.20 -0.07
C 1.93 3.63 -0.44 -0.62
C -1.27 -3.04 -4.83 -0.13
H 0.67 -4.12 2.50 0.09
C 1.91 -1.28 3.32 -0.25
H 0.24 0.03 4.57 0.15
C -0.53 -1.99 -5.35 -0.69
C -2.65 -0.16 7.40 0.00
O -4.79 -0.09 2.43 -0.13
C -1.80 0.28 6.39 -0.24
H 4.11 1.90 3.13 0.11
Cl 4.76 0.13 -0.71 0.68
O 1.81 0.04 -0.41 -0.07
C 4.18 2.81 -0.70 -0.72
H -1.16 3.40 6.24 0.09
H -2.87 0.02 3.23 0.13
Cl 0.81 4.94 -0.26 0.67
N 0.14 -0.08 2.10 0.14
C -2.75 0.14 -1.16 -0.08
C -1.21 -3.29 -3.47 -0.02
C -2.39 -1.65 5.08 -0.01
H 3.53 -2.17 4.37 0.12
H 1.84 1.90 2.17 0.12
H -2.22 0.19 -2.11 0.10
C 3.18 -1.26 3.89 0.00
H 1.39 -2.86 1.45 0.10
H -4.07 -1.64 8.02 0.10
H -2.73 0.45 8.29 0.12
O -0.02 -1.83 -0.40 -0.04
C -1.66 -0.48 5.23 -0.17
C -2.75 0.01 1.20 -0.15
C 0.32 -1.46 -3.18 -0.01
C -4.15 -0.03 1.20 -0.24
C 0.70 -3.05 2.27 -0.04
Cl 3.89 5.50 -0.67 0.62
C 3.30 3.87 -0.60 -0.72
```

***

Record-wise HOMO values, in eV: -13.41 -7.67 -4.78
Record-wise Kohn-Sham gap values, in Ha: 0.2380 0.2757 0.2553
Record-wise energy relative to the best compared isomer or geometry (same formula, charge and spin) values, in kJ/mol: 16.7 38.9 37.7